Run 1
Below is 6 unconnected molecules or ions with the total composition C18H48O6, with properties calculated with the ωB97M-V functional and the def2-TZVPD basis.

Computed properties:
Net charge = -1
HOMO energy (spin up / spin down) = 0.7 / -7.3 eV
Spin multiplicity = 2
Gap between HOMO and LUMO (spin up / spin down) = 1.979 / 9.858 eV
Lowest unoccupied orbital energy (spin up / spin down) = 2.64 / 2.56 eV

Geometry (Å):
1 C 1.63183 0.51781 0.55064
2 C 0.89538 -0.34298 -0.45227
3 C 1.66753 -1.67836 -0.69447
4 O -0.38837 -0.67677 0.17727
5 H 1.03392 1.41020 0.73565
6 H 2.65012 0.74210 0.23301
7 H 1.73105 -0.00153 1.50380
8 H 0.60217 0.16395 -1.37159
9 H 1.13759 -2.36264 -1.35707
10 H 1.87683 -2.12119 0.27929
11 H 2.65283 -1.50112 -1.12561
12 H -0.91224 0.12768 0.18145
13 C -2.15331 3.67877 0.47777
14 C -2.31330 2.22975 0.88170
15 C -3.65876 1.90296 1.49994
16 O -2.07726 1.55953 -0.35147
17 H -2.41330 3.93239 -0.54994
18 H -1.08119 3.86775 0.53211
19 H -2.67843 4.30049 1.20289
20 H -1.57944 2.01701 1.65906
21 H -4.56622 2.23065 0.99274
22 H -3.59140 2.33684 2.49759
23 H -3.73731 0.82101 1.60626
24 H -2.77245 1.80881 -0.96480
25 C 0.21170 2.20792 -3.75517
26 C 1.16428 3.32882 -3.38903
27 C 1.76290 3.19508 -1.99181
28 O 2.25465 3.21904 -4.29049
29 H 0.63719 1.21236 -3.62894
30 H -0.10328 2.14339 -4.79668
31 H -0.69722 2.20683 -3.15353
32 H 0.70196 4.31502 -3.43088
33 H 1.09264 2.87013 -1.19603
34 H 2.08653 4.18466 -1.66915
35 H 2.58174 2.48873 -2.12842
36 H 1.88534 3.38786 -5.16039
37 C -2.39886 -2.97348 2.45355
38 C -1.08091 -3.54748 2.03436
39 C -0.90324 -3.88967 0.54680
40 O -0.17373 -2.45353 2.23488
41 H -2.29098 -2.35353 3.34356
42 H -3.16598 -3.71966 2.66055
43 H -2.79892 -2.31707 1.68078
44 H -0.67289 -4.39451 2.58587
45 H 0.11172 -4.17700 0.27221
46 H -1.26307 -3.08938 -0.09985
47 H -1.52107 -4.76424 0.34304
48 H -0.11738 -1.95759 1.41483
49 C 2.84398 1.51895 4.20542
50 C 3.30226 0.87876 5.52815
51 C 2.09802 0.41033 6.35473
52 O 4.05627 -0.26111 5.26134
53 H 3.64439 1.72309 3.49424
54 H 2.18651 2.38750 4.24371
55 H 2.18285 0.81710 3.69709
56 H 3.83187 1.59425 6.15719
57 H 1.55103 1.33876 6.51879
58 H 2.38652 -0.02002 7.31373
59 H 1.47555 -0.27282 5.77685
60 H 3.41781 -0.94228 5.03778
61 C -0.15026 -1.43946 -4.10736
62 C -0.76759 -2.77666 -4.16623
63 C -2.22806 -2.67493 -4.57844
64 O -0.02684 -3.52636 -5.04776
65 H -0.11242 -1.01329 -5.10988
66 H 0.86976 -1.55753 -3.74168
67 H -0.66811 -0.82335 -3.37228
68 H -0.65621 -3.26586 -3.19856
69 H -2.80484 -3.59243 -4.46172
70 H -2.32966 -2.32633 -5.60618
71 H -2.83209 -1.92542 -4.06709
72 H -0.53017 -4.33666 -5.15585

Here are the Löwdin charges for atoms 1 to 8, given in e: C -0.0660; C -0.4085; C -0.0449; O -0.1070; H 0.0681; H 0.0815; H 0.0684; H 0.1125

***

Run 2
Below is 6 unconnected molecules or ions with the total composition C18H48O6, with properties calculated with the ωB97M-V functional and the def2-TZVPD basis.

Computed properties:
Net charge = -1
HOMO energy (spin up / spin down) = 0.6 / -7.1 eV
Spin multiplicity = 2
Gap between HOMO and LUMO (spin up / spin down) = 2.070 / 9.672 eV
Lowest unoccupied orbital energy (spin up / spin down) = 2.65 / 2.54 eV

Geometry (Å):
1 C 4.62917 0.74413 -2.84440
2 C 3.16088 1.24615 -2.65116
3 C 2.10097 0.55863 -3.53375
4 O 2.89527 1.00645 -1.33844
5 H 5.04452 1.05087 -3.80434
6 H 4.78208 -0.31081 -2.61669
7 H 5.28325 1.24499 -2.13067
8 H 3.05275 2.32215 -2.78766
9 H 2.32219 0.32433 -4.57503
10 H 1.07924 0.88829 -3.34540
11 H 2.24382 -0.48179 -3.24180
12 H 3.38778 1.62285 -0.79154
13 C 1.01268 -1.53413 3.16420
14 C -0.44091 -1.66302 3.56488
15 C -1.13875 -0.56971 4.31872
16 O -1.25434 -1.69520 2.39025
17 H 1.39712 -2.38457 2.60113
18 H 1.69360 -1.38011 4.00129
19 H 1.21454 -0.66775 2.53432
20 H -0.50916 -2.53182 4.21957
21 H -0.70328 -0.39967 5.30339
22 H -2.21297 -0.69448 4.45508
23 H -1.00874 0.45720 3.97715
24 H -0.85418 -1.26163 1.63296
25 C -2.04609 6.52013 1.70091
26 C -2.76346 5.49306 0.83795
27 C -3.50372 4.49388 1.75631
28 O -3.50739 6.24342 -0.17522
29 H -1.27411 6.96131 1.07044
30 H -1.51021 6.04248 2.52114
31 H -2.65144 7.35190 2.06120
32 H -2.11733 4.96125 0.13952
33 H -3.95673 3.65029 1.23549
34 H -4.25388 4.94545 2.40550
35 H -2.81753 3.90231 2.36237
36 H -4.32260 5.73796 -0.21454
37 C -3.27691 -3.70349 -1.55551
38 C -2.42048 -2.74885 -2.45579
39 C -0.97095 -2.33679 -2.07479
40 O -2.23655 -3.19819 -3.81453
41 H -4.34617 -3.74672 -1.76266
42 H -3.04149 -3.39597 -0.53662
43 H -2.87311 -4.71496 -1.59981
44 H -3.04150 -1.85358 -2.42543
45 H -0.94573 -1.82411 -1.11322
46 H -0.31192 -1.66608 -2.62607
47 H -0.39344 -3.25856 -2.00465
48 H -2.00660 -2.42856 -4.34027
49 C 2.08070 -2.58726 -0.01873
50 C 2.27371 -4.03648 -0.25897
51 C 3.47883 -4.43882 -1.12479
52 O 2.32897 -4.80615 0.89590
53 H 2.17429 -2.00238 -0.93375
54 H 2.81222 -2.13032 0.64774
55 H 1.07537 -2.48014 0.38864
56 H 1.41538 -4.38480 -0.83344
57 H 3.41454 -4.04636 -2.13965
58 H 3.68399 -5.50584 -1.21124
59 H 4.41359 -4.10966 -0.67095
60 H 1.45141 -4.80817 1.28508
61 C -1.96199 1.08244 0.27750
62 C -0.42764 1.37685 0.04159
63 C 0.09241 2.34881 1.07419
64 O 0.25819 0.12769 0.22349
65 H -2.40731 2.07689 0.30674
66 H -2.05577 0.76208 1.31513
67 H -2.35453 0.19313 -0.21558
68 H -0.07946 1.83580 -0.88374
69 H -0.27831 3.28600 0.65907
70 H 1.17333 2.36490 1.21373
71 H -0.32917 2.29631 2.07799
72 H 1.17901 0.26658 -0.00975

Here are the Löwdin charges for atoms 1 to 8, given in e: C -0.1049; C -0.5655; C -0.0874; O -0.2286; H 0.0584; H 0.0678; H 0.0416; H 0.0979

***

List of relative energies, unit kcal/mol: run 1 0.0; run 2 35.3

***

Run 1
Below is a single C8H10N2S2 molecule, with properties calculated with the ωB97M-V functional and the def2-TZVPD basis.

Computed properties:
HOMO energy = -7.5 eV
Spin multiplicity = 1
Gap between HOMO and LUMO = 7.731 eV
Lowest unoccupied orbital energy = 0.26 eV
SMILES = CS[C@H]1Sc2cccnc2N1C

Geometry (Å):
1 C 3.00852 -1.01300 -0.45663
2 C 1.97414 -1.95096 -0.32621
3 C 2.65053 0.39421 -0.17495
4 C 0.79978 -1.55066 0.27071
5 C 0.58693 -0.12435 0.47286
6 C -1.63712 -0.61238 1.00287
7 C -0.34786 1.28884 2.11145
8 C -2.00920 -0.88911 -1.78635
9 N 1.52962 0.81340 0.32382
10 N -0.55920 0.26028 1.07314
11 S -0.53079 -2.41566 0.85505
12 S -2.88285 -0.51985 -0.24195
13 H 4.01378 -1.39313 -0.77191
14 H 2.23472 -2.97270 -0.31721
15 H 3.41424 1.14678 -0.18573
16 H -2.07496 -0.90566 1.91760
17 H -0.55120 0.67803 3.01295
18 H 0.69440 1.62775 1.94318
19 H -1.11961 2.07270 2.04353
20 H -2.59003 -1.72962 -2.21305
21 H -1.12086 -1.53066 -1.39183
22 H -1.75071 -0.12291 -2.48331

Here are the Löwdin charges for atoms 1 to 8, given in e: C -0.0431; C -0.1098; C -0.1423; C -0.5772; C -0.3473; C -0.6986; C -0.0003; C -0.3896

***

Run 2
Below is a single C8H10N2S2 molecule, with properties calculated with the ωB97M-V functional and the def2-TZVPD basis.

Computed properties:
HOMO energy = -8.6 eV
Spin multiplicity = 1
Gap between HOMO and LUMO = 9.416 eV
Lowest unoccupied orbital energy = 0.79 eV
SMILES = CC1=N[C@H](c2nccs2)[C@@H](C)S1

Geometry (Å):
1 C 3.45204 -0.29696 1.05827
2 C 3.33174 -1.41878 1.83115
3 C 1.54979 -0.95857 0.35183
4 C -1.34173 0.41000 0.91484
5 C 0.15860 -0.81493 -0.24136
6 C 0.14136 0.45823 -1.17070
7 C -2.30974 0.82804 1.92923
8 C -0.38898 0.16509 -2.52402
9 N 2.39117 -0.03157 0.24843
10 N -0.73734 -0.70360 0.77936
11 S 1.84618 -2.19749 1.51020
12 S -1.04857 1.59233 -0.28073
13 H 4.22231 0.45971 1.25906
14 H 4.15103 -1.72520 2.43860
15 H -0.15012 -1.65094 -0.89814
16 H 1.15195 0.81968 -1.25597
17 H -2.69454 1.83233 1.88765
18 H -1.72165 0.61345 2.87146
19 H -3.08370 0.08769 1.90547
20 H -0.29207 1.02190 -3.19142
21 H -1.49917 -0.15100 -2.51504
22 H 0.27369 -0.55855 -3.01420

Here are the Löwdin charges for atoms 1 to 8, given in e: C -0.2296; C -0.4095; C -0.5794; C -0.6998; C -0.3956; C -0.5247; C -0.0913; C -0.1566

***

List of relative energies, unit kcal/mol: run 1 26.4; run 2 0.0